ORCA calculation (ωB97M-V with the def2-TZVPD basis set) on an isolated molecule of C19H19ClN2O3.

Output
Orbital gap ... 0.297 Ha
HOMO level ... -8.2 eV
Max |F| ... 0.0186 Eh/bohr
SMILES ... CCCCC(=O)N[C@H](c1ccco1)c1cc(Cl)c2cccnc2c1O
Net charge ... 0
DFT total energy ... -1530.87699 hartree

```
44
Properties=species:S:1:pos:R:3:mulliken_charge:R:1
C 1.9458 4.5247 -0.2665 -1.314
C 2.6138 3.4017 0.5170 -0.235
C 3.4949 2.5331 -0.3792 -0.538
C 4.1129 1.3595 0.3879 -1.024
C 3.0450 0.4524 0.9761 0.579
O 2.8236 0.3529 2.1619 -0.657
N 2.3455 -0.2391 0.0423 -0.061
C 1.2526 -1.1245 0.3893 0.274
C 1.3293 -2.3802 -0.4222 -0.127
C 0.8578 -2.6648 -1.6718 -0.439
C 1.2545 -3.9954 -1.9477 -0.617
C 1.9383 -4.4130 -0.8484 -0.458
O 1.9904 -3.4419 0.0750 -0.373
C -0.1078 -0.4796 0.2183 -0.635
C -0.2636 0.7909 -0.3501 -0.387
C -1.4993 1.3669 -0.4914 -0.145
Cl -1.6224 2.9421 -1.2000 -0.308
C -2.6663 0.6988 -0.0707 1.013
C -3.9794 1.2023 -0.1674 -0.802
C -5.0244 0.4430 0.2864 -0.598
C -4.7574 -0.8218 0.8377 -0.356
N -3.5572 -1.3211 0.9431 -0.684
C -2.5126 -0.5909 0.5035 0.355
C -1.2255 -1.1722 0.6431 0.450
O -1.1253 -2.3953 1.1933 -0.640
H 2.6927 5.1619 -0.7358 0.368
H 1.3024 4.1222 -1.0463 0.237
H 1.3364 5.1380 0.3924 0.366
H 3.2261 3.8265 1.3146 0.366
H 1.8497 2.7813 0.9904 0.276
H 4.2984 3.1447 -0.7969 0.450
H 2.9026 2.1598 -1.2197 0.260
H 4.7157 1.7393 1.2134 0.338
H 4.7556 0.7766 -0.2756 0.349
H 2.5722 -0.1447 -0.9346 0.420
H 1.3867 -1.3793 1.4492 0.345
H 0.2913 -2.0136 -2.3062 0.582
H 1.0553 -4.5560 -2.8377 0.440
H 2.4165 -5.3428 -0.6125 0.503
H 0.6110 1.3327 -0.6712 0.757
H -4.1414 2.1798 -0.5969 0.409
H -6.0408 0.7991 0.2278 0.402
H -5.5626 -1.4451 1.2043 0.431
H -2.0310 -2.6690 1.4253 0.429
```

=====

ORCA calculation (ωB97M-V with the def2-TZVPD basis set) on a structure of composition C35H52I3NO26P.

Output
Orbital gap ... 0.220 Ha
HOMO level ... -4.3 eV
Max |F| ... 0.1481 Eh/bohr
Net charge ... -1
DFT total energy ... -4610.16769 hartree

```
118
Properties=species:S:1:pos:R:3:mulliken_charge:R:1
C 0.3221 5.0056 3.2186 -0.272
C 0.7825 5.1056 1.6483 0.876
C -0.6325 5.3275 0.7823 -1.196
C 1.3980 3.6682 1.0461 -1.578
N 2.4369 3.0345 1.9298 1.076
C 3.8403 3.4749 1.7404 -0.755
I 4.2380 5.2397 0.5002 -0.030
C 4.6689 3.8218 3.1555 -0.435
C 6.0076 2.8338 3.3404 -0.776
I 3.3659 3.8470 4.9341 0.047
C 2.2319 1.5564 2.1128 -1.245
I 2.1858 0.7188 0.0391 0.103
C 3.4058 0.7166 2.8696 0.570
O 4.3717 0.1724 2.0770 -0.674
O 3.5254 0.4180 4.3028 -0.707
P 0.5968 1.0083 2.9142 0.685
C 0.4838 1.3145 4.7815 -0.609
C 0.5417 -0.9322 2.7450 -0.933
H 0.5751 3.9237 3.5844 -0.377
H 0.7988 5.8676 3.8544 0.143
H -0.8651 5.1137 3.2813 0.059
H 1.4407 6.0340 1.3939 0.347
H -0.4160 5.7755 -0.2877 0.018
H -1.3141 4.3763 0.7780 0.311
H -1.2178 6.1716 1.3710 0.423
H 1.7138 3.7695 -0.1019 0.477
H 0.3917 3.0246 0.9431 0.221
H 4.4772 2.6224 1.1964 0.579
H 5.1423 4.9194 3.1249 0.601
H 6.3108 2.3009 2.3254 0.239
H 6.9641 3.4805 3.6390 0.233
H 5.8369 2.0119 4.1656 0.244
H -0.6362 1.0546 5.1046 0.160
H 0.6686 2.4097 5.1457 0.018
H 1.1472 0.5133 5.3670 0.357
H 1.5960 -1.3970 3.0296 0.304
H -0.2059 -1.3480 3.5778 0.323
H 0.1670 -1.2842 1.6902 0.162
C 1.7237 -5.4492 1.1468 -0.191
C 0.3262 -5.2857 1.6499 -0.329
O 0.0010 -3.9587 1.2819 -0.309
C 0.8084 -3.6289 0.2317 0.701
O 0.6824 -2.6214 -0.4441 -0.568
O 1.7741 -4.5738 0.0360 -0.310
H 1.9385 -6.4767 0.8406 0.154
H 2.4722 -5.1326 1.8807 0.334
H -0.3764 -5.9701 1.1628 0.243
H 0.2560 -5.4161 2.7333 0.310
C -2.3486 3.4311 7.1882 -0.403
C -3.7849 3.1931 6.8515 -0.392
O -3.9017 3.7109 5.5398 -0.317
C -2.6525 3.6845 4.9900 0.427
O -2.4131 3.9002 3.8136 -0.252
O -1.7069 3.3844 5.9276 -0.196
H -1.9453 2.6658 7.8570 0.328
H -2.1812 4.4173 7.6337 0.250
H -4.0397 2.1281 6.8354 0.280
H -4.4637 3.7107 7.5348 0.302
C -1.5851 6.6968 -3.8123 -0.335
C -2.4961 5.6057 -4.2733 -0.026
O -1.7926 4.4272 -3.9290 -0.302
C -0.9401 4.7559 -2.9148 0.581
O -0.3027 3.9468 -2.2614 -0.499
O -0.8947 6.1072 -2.7267 -0.342
H -2.1318 7.5861 -3.4870 0.293
H -0.8581 6.9861 -4.5783 0.249
H -3.4558 5.6115 -3.7458 -0.007
H -2.6821 5.6459 -5.3500 0.330
C -7.4570 3.7245 -4.5779 -0.230
C -7.9159 4.9761 -3.9028 -0.295
O -6.7623 5.7954 -3.9171 -0.303
C -5.9767 5.3566 -4.9437 0.703
O -4.9861 5.9402 -5.3509 -0.609
O -6.4446 4.1807 -5.4553 -0.318
H -8.2598 3.2332 -5.1345 0.284
H -7.0195 3.0069 -3.8760 0.210
H -8.7150 5.4808 -4.4560 0.282
H -8.2517 4.7969 -2.8777 0.286
C 1.9291 -7.8991 -3.5764 -0.239
C 1.7757 -7.0216 -2.3766 -0.240
O 0.7831 -7.6823 -1.6149 -0.277
C 0.8055 -8.9955 -1.9875 0.549
O 0.1988 -9.8846 -1.4139 -0.593
O 1.5958 -9.1837 -3.0845 -0.360
H 2.9481 -7.8882 -3.9728 0.413
H 1.2320 -7.6361 -4.3788 0.184
H 2.6942 -6.9600 -1.7835 0.216
H 1.4538 -6.0101 -2.6393 0.310
C 2.5550 -3.2787 -6.1927 -0.361
C 1.6440 -4.3698 -6.6536 -0.284
O 2.3475 -5.5483 -6.3094 -0.303
C 3.2000 -5.2196 -5.2951 0.651
O 3.8374 -6.0286 -4.6417 -0.571
O 3.2454 -3.8683 -5.1070 -0.270
H 2.0083 -2.3894 -5.8673 0.312
H 3.2820 -2.9893 -6.9587 0.267
H 0.6843 -4.3639 -6.1261 0.266
H 1.4580 -4.3296 -7.7304 0.282
C -4.7398 3.7736 1.9601 0.076
C -4.4830 4.9434 1.0664 0.119
O -4.8066 4.4481 -0.2190 -0.301
C -5.6698 3.4063 -0.0372 0.624
O -6.2829 2.8550 -0.9360 -0.581
O -5.7579 3.0628 1.2810 -0.371
H -5.0760 4.0760 2.9556 0.222
H -3.8635 3.1248 2.0620 0.154
H -5.1354 5.7934 1.2925 0.255
H -3.4417 5.2748 1.1036 -0.184
C 3.7729 -11.5054 -2.1998 -0.055
C 3.4170 -11.5041 -0.7485 -0.100
O 4.6603 -11.7198 -0.1083 -0.341
C 5.6302 -11.3057 -0.9752 0.645
O 6.8093 -11.1904 -0.6854 -0.555
O 5.1083 -11.0367 -2.2076 -0.331
H 3.1275 -10.8468 -2.7875 0.076
H 3.7482 -12.5096 -2.6357 0.256
H 3.0112 -10.5420 -0.4184 0.136
H 2.7069 -12.2956 -0.4936 0.301
```

=====

ORCA calculation (ωB97M-V with the def2-TZVPD basis set) on a structure of composition C20H36Cl2N2O4PTl.

Output
Orbital gap (spin up / spin down) ... 0.225 / 0.257 Ha
HOMO level (spin up / spin down) ... -6.3 / -7.2 eV
Max |F| ... 0.0519 Eh/bohr
Net charge ... 0
DFT total energy ... -2628.30280 hartree

```
66
Properties=species:S:1:pos:R:3:mulliken_charge:R:1
O 0.3804 -0.9072 -3.6535 -0.394
C -0.0521 -0.2789 -4.6375 -0.588
C 0.0333 1.2097 -4.7043 0.592
C 0.2932 1.9855 -3.5432 0.493
H 0.2119 1.4969 -2.5675 0.300
C 0.5559 3.3532 -3.6309 -0.654
H 0.7067 3.9113 -2.7090 0.456
C 0.6424 3.9673 -4.8854 -0.658
H 0.8860 5.0216 -4.9604 0.374
C 0.2049 3.2629 -6.0128 -0.468
H 0.1385 3.7807 -6.9753 0.358
C -0.0931 1.9034 -5.9192 -0.556
H -0.4458 1.3544 -6.7913 0.381
H -0.7091 -0.8300 -5.3734 0.323
C -2.9625 -1.0472 -1.4942 -0.951
C -2.9175 0.1921 -0.6459 0.555
H -3.6425 -0.8105 -2.3297 0.494
H -3.2962 -1.9365 -0.9556 0.189
H -2.0046 -1.2584 -2.0031 0.042
C -3.2379 1.3798 -1.2171 -0.336
C -4.5859 2.0436 -1.2147 -1.344
H -2.4864 1.8882 -1.8440 0.317
H -5.0141 1.8841 -2.2228 0.303
H -4.4495 3.1274 -1.0876 0.356
H -5.2750 1.6411 -0.4485 0.322
Tl -1.4594 0.6139 0.7494 1.140
Cl -0.4601 2.8373 -0.1538 -0.560
Cl -3.2895 0.8039 2.5531 -0.640
H 4.4716 1.4761 -2.5730 0.316
H 3.9477 1.3288 0.1227 0.284
C 3.3890 1.6981 -2.6078 -1.084
C 2.9194 1.5564 -0.1933 -0.832
N 2.6555 1.0533 -1.5296 0.600
H 2.9875 1.3687 -3.5734 0.365
C 2.2599 -0.2401 -1.6719 -0.248
O 1.8121 -0.9359 -0.7615 -0.570
H 2.1980 1.1408 0.5066 0.071
H 2.3861 -0.6318 -2.6940 0.491
H 3.2397 2.7812 -2.5385 0.311
H 2.8065 2.6392 -0.2245 0.342
H 0.2126 -5.3350 1.0205 0.323
H 1.5654 -5.0244 -0.8515 0.337
C -0.5708 -4.7022 0.5850 -0.966
C 1.0378 -4.1643 -1.2585 -0.869
N 0.0694 -3.7137 -0.2725 0.261
H -1.1408 -4.2009 1.3743 0.295
C -0.3016 -2.4255 -0.2774 0.329
O -0.9411 -1.8541 0.6319 -0.692
H 1.7349 -3.3472 -1.4605 0.216
H -0.0304 -1.9077 -1.2113 0.187
H -1.2461 -5.3473 0.0003 0.316
H 0.5426 -4.4482 -2.1947 0.291
C -0.7683 0.4629 4.8134 -0.771
P 0.4306 -0.2846 3.6830 1.026
C 2.0977 -0.1017 4.3059 -1.240
C 0.0468 -2.0815 3.6893 -0.933
O 0.3064 0.2795 2.2713 -0.470
H -1.6647 0.7081 4.1962 -0.021
H -0.3104 1.3896 5.1947 0.298
H -1.0257 -0.2233 5.6416 0.378
H 2.3222 -0.6413 5.2315 0.363
H 2.7883 -0.4061 3.5154 0.323
H 2.2121 0.9693 4.4794 0.363
H -0.5900 -2.3519 2.8277 -0.053
H 0.9545 -2.7059 3.6322 0.372
H -0.4760 -2.3670 4.6163 0.446
```